Record 1
Formula: C54H84BrFINNbO32
Source: OMol25
Level of theory: ωB97M-V/def2-TZVPD

The energy is -7598.8379 Eh. The charge is -1. For the frontier orbital gap, the calculation gives 6.878 eV.

```
175
Properties=species:S:1:pos:R:3:forces:R:3:lowdin_charge:R:1
C 3.052279 -5.421721 6.283626 0.22 -0.99 0.12 -0.159
C 1.556429 -6.012869 5.885293 0.26 0.40 0.77 -0.229
C 0.473454 -4.788895 5.529010 1.50 -2.34 1.07 -0.414
O 0.998769 -3.589610 6.199605 -2.80 0.54 -2.45 -0.487
Nb 0.176356 -1.804136 5.434981 3.60 -0.44 1.87 1.621
F 1.863747 -0.773100 6.220002 -2.73 -1.46 -1.31 -0.507
I -2.140046 -3.083091 4.401085 0.66 0.50 0.15 0.284
C 1.282767 -1.957051 3.449742 0.78 0.53 -1.67 -0.401
C 2.134344 -0.560716 3.103429 0.12 0.69 0.35 -0.373
C 3.774003 -0.876011 3.174235 -2.11 -1.81 -0.30 -0.597
Br 4.884436 0.819530 3.050235 -0.76 -1.29 0.07 0.473
C -0.773013 0.199905 4.768277 0.41 0.05 0.74 -0.387
O -2.226956 0.102962 4.997744 0.64 2.12 -2.45 -0.414
C -2.971086 0.919347 4.025306 -2.02 -0.40 -0.67 -0.264
C -4.494488 0.256103 3.888016 -0.11 0.12 0.02 -0.114
C -0.949814 -1.571260 7.409848 -3.55 1.31 5.75 -0.275
C -1.246222 -0.108823 8.167783 -1.48 -4.50 1.67 -0.065
C -2.101196 -0.199034 9.550435 0.85 -0.82 -1.49 -0.149
N -2.689642 -1.361189 10.274300 3.00 -0.72 -4.59 -0.065
C -2.434901 -2.701086 9.673403 2.00 3.17 -2.73 -0.128
C -1.592080 -2.827084 8.289086 -0.49 2.03 1.11 -0.096
H 3.116810 -5.128606 7.435576 -0.30 -0.44 -2.67 0.085
H 3.812921 -6.322879 6.127475 -1.44 1.95 0.31 0.069
H 3.390896 -4.520836 5.616801 -0.77 -1.74 1.34 0.068
H 1.635665 -6.766973 4.994182 -0.15 1.43 1.62 0.095
H 1.181029 -6.605733 6.839930 0.67 1.14 -2.03 0.102
H 0.446456 -4.733869 4.359864 -0.22 0.25 2.25 0.068
H -0.554148 -5.161546 6.008565 2.03 1.19 -1.36 0.075
H 2.102579 -2.816335 3.469843 -1.88 1.40 -0.07 0.051
H 0.466511 -2.165599 2.605655 2.02 0.34 1.54 0.032
H 1.831237 -0.106130 2.047457 0.87 -1.10 2.09 0.103
H 1.876651 0.293415 3.889191 0.73 -1.85 -1.57 0.074
H 4.019608 -1.475133 4.176144 -0.40 1.72 -2.20 0.088
H 3.983117 -1.580339 2.238498 0.01 1.74 2.05 0.080
H -0.310538 1.044397 5.464102 -0.83 -1.38 -1.53 0.071
H -0.463793 0.379600 3.654005 -0.84 -0.08 1.87 0.060
H -2.524672 0.906563 2.933809 -0.41 -0.05 2.31 0.118
H -3.136718 2.037194 4.341167 0.76 -1.99 -0.31 0.116
H -4.605265 -0.613336 4.663575 0.29 1.70 -1.40 0.064
H -5.336844 1.070743 4.100308 1.86 -1.80 -0.52 0.073
H -4.679774 -0.200425 2.809538 0.42 1.04 2.28 0.080
H -0.836005 0.910632 7.709145 -1.15 -2.45 1.30 0.081
H -2.288403 0.859488 10.074825 0.28 -2.66 -1.09 0.084
H -2.854696 -3.662432 10.224541 0.94 2.39 -1.27 0.092
H -1.420391 -3.923186 7.861438 -0.42 2.61 0.99 0.062
C 6.605846 2.057662 -0.249445 0.35 -0.34 -0.19 -0.028
C 6.038526 2.834160 -1.420356 0.71 -0.13 1.45 -0.347
C 4.606977 3.233452 -1.229974 -0.31 0.46 0.86 -0.108
O 4.127126 3.307356 -2.560099 0.34 -0.65 -1.16 0.060
C 4.883594 2.432842 -3.289431 -0.22 -0.56 -1.47 -0.498
O 4.617427 2.068361 -4.420992 0.58 0.66 1.96 0.109
O 5.976539 2.018478 -2.579274 -1.10 0.21 -1.20 0.086
H 7.649638 1.788563 -0.442631 -0.13 0.12 0.06 0.091
H 6.560019 2.641724 0.674405 -0.04 -0.04 -0.16 0.081
H 6.064341 1.116678 -0.101418 -0.05 0.27 0.01 0.080
H 6.671802 3.700950 -1.645620 -0.13 -0.02 -0.05 0.161
H 4.505783 4.198776 -0.726378 -0.08 -0.12 -0.23 0.146
H 4.013415 2.485791 -0.690154 0.23 0.02 0.02 0.147
C -4.276940 -0.104219 12.640143 -0.03 0.41 -0.21 -0.041
C -5.448313 0.440336 13.432089 1.45 -0.77 -0.14 -0.352
C -6.565115 -0.545410 13.593560 0.18 -0.87 0.35 -0.115
O -7.699980 0.291522 13.722314 -0.33 1.01 -0.43 0.049
C -7.406638 1.441783 13.044233 -1.10 1.63 -0.56 -0.521
O -8.222747 2.298548 12.754334 1.53 -1.76 0.56 0.120
O -6.076616 1.501566 12.731163 -1.54 0.28 0.19 0.088
H -3.494076 0.656117 12.549311 -0.06 -0.20 0.08 0.083
H -3.850595 -0.990275 13.119584 -0.07 0.13 -0.08 0.092
H -4.578376 -0.363776 11.619184 0.04 -0.09 0.29 0.069
H -5.107439 0.824946 14.401101 -0.17 -0.02 0.00 0.158
H -6.443168 -1.173561 14.480269 -0.19 0.16 -0.10 0.144
H -6.708965 -1.189336 12.717556 0.21 0.08 0.03 0.136
C 7.497990 -1.603190 -6.766044 -0.18 -0.36 0.00 -0.001
C 7.574481 -0.766210 -5.505312 -0.34 -0.27 -1.46 -0.346
C 8.858595 -0.005212 -5.375139 0.32 0.63 -0.61 -0.108
O 9.001004 0.123195 -3.972219 -0.35 -0.69 0.74 0.062
C 8.358200 -0.950591 -3.422008 0.12 -0.64 2.31 -0.507
O 8.456964 -1.290283 -2.256256 -0.23 0.76 -2.48 0.130
O 7.592667 -1.595096 -4.354274 0.58 0.36 1.08 0.083
H 6.544119 -2.139466 -6.808163 0.29 0.20 -0.11 0.055
H 7.590305 -0.981962 -7.661746 -0.04 -0.03 0.15 0.081
H 8.284520 -2.365912 -6.780774 0.01 0.23 0.07 0.099
H 6.704116 -0.102402 -5.435086 0.10 0.06 0.06 0.153
H 8.812215 0.977534 -5.852380 0.06 -0.09 0.22 0.142
H 9.729111 -0.548631 -5.761941 -0.20 -0.04 -0.08 0.146
C 4.355868 2.073178 -8.333720 -0.18 -0.47 0.02 -0.008
C 5.857197 2.183648 -8.161559 -1.32 0.36 0.38 -0.334
C 6.446376 3.380402 -8.843952 -0.07 0.32 0.22 -0.137
O 7.767064 2.955656 -9.127370 0.55 -1.49 -0.13 0.074
C 7.712653 1.595815 -9.257049 1.60 -0.87 -0.84 -0.513
O 8.610080 0.910249 -9.713938 -1.75 1.23 1.00 0.121
O 6.516098 1.107425 -8.809528 1.23 -0.04 -0.49 0.069
H 3.979651 1.181962 -7.820464 0.03 0.16 0.06 0.081
H 3.843853 2.951813 -7.930520 0.15 -0.08 -0.01 0.080
H 4.087816 1.960125 -9.390109 0.17 0.16 0.10 0.099
H 6.121913 2.155911 -7.097481 -0.01 0.04 -0.04 0.151
H 6.452431 4.266213 -8.202859 0.35 -0.49 -0.25 0.135
H 5.953283 3.629378 -9.791364 0.20 -0.40 0.42 0.133
C 1.055868 6.631941 -7.965679 -0.14 -0.50 -0.01 -0.012
C 2.557197 6.742411 -7.793518 -1.46 0.31 0.40 -0.349
C 3.146376 7.939165 -8.475911 -0.24 0.89 0.17 -0.114
O 4.467064 7.514419 -8.759329 0.37 -1.12 -0.20 0.074
C 4.412653 6.154578 -8.889008 1.32 -0.87 -0.81 -0.463
O 5.310080 5.469012 -9.345897 -2.67 2.66 0.70 0.093
O 3.216098 5.666188 -8.441487 1.36 0.09 -0.54 0.084
H 0.679651 5.740725 -7.452423 0.01 0.21 0.02 0.085
H 0.543853 7.510576 -7.562478 0.13 -0.11 0.00 0.095
H 0.787816 6.518887 -9.022068 0.15 0.15 0.12 0.096
H 2.821913 6.714674 -6.729440 0.05 0.05 -0.11 0.164
H 3.152431 8.824975 -7.834817 0.18 -0.15 -0.13 0.145
H 2.653283 8.188141 -9.423322 -0.09 -0.13 0.15 0.144
C 1.418384 2.422464 -4.908156 -0.21 0.27 0.22 -0.008
C 0.186509 1.797975 -5.531317 1.20 -0.12 1.02 -0.345
C 0.460303 1.125990 -6.842228 0.83 -0.75 -0.14 -0.122
O -0.785887 1.225863 -7.507048 -0.84 0.80 0.00 0.052
C -1.397564 2.342322 -7.008735 -1.75 1.03 -0.62 -0.506
O -2.383438 2.864817 -7.497788 1.98 -1.07 0.91 0.123
O -0.754071 2.797125 -5.890872 -0.97 -0.04 -1.29 0.086
H 1.161336 2.901570 -3.957566 0.07 -0.16 -0.08 0.092
H 2.194011 1.673263 -4.724227 -0.15 0.12 -0.07 0.074
H 1.829781 3.208389 -5.551325 0.01 -0.22 -0.06 0.086
H -0.295039 1.114532 -4.821301 0.10 0.14 -0.30 0.145
H 0.753684 0.079467 -6.722168 -0.24 0.38 -0.14 0.112
H 1.216277 1.641006 -7.447190 -0.01 0.14 0.17 0.136
C 4.113526 -3.057164 -5.933438 0.05 0.37 -0.31 -0.009
C 3.097771 -2.591154 -4.910253 1.39 -0.64 -0.35 -0.338
C 2.156030 -3.671837 -4.474061 0.27 -0.83 0.40 -0.109
O 0.996560 -2.944038 -4.112277 -0.39 1.15 -0.56 0.079
C 1.007581 -1.805197 -4.868495 -1.51 0.93 0.07 -0.478
O 0.061357 -1.047114 -4.987209 1.85 -1.86 0.37 0.124
O 2.220069 -1.631626 -5.477012 -1.37 0.24 0.37 0.077
H 4.771330 -2.229598 -6.219214 -0.20 -0.19 0.20 0.059
H 4.727521 -3.873035 -5.540892 -0.08 0.15 0.04 0.103
H 3.620855 -3.394393 -6.852211 -0.04 -0.04 0.21 0.098
H 3.603817 -2.128315 -4.054214 -0.12 -0.06 -0.03 0.167
H 2.538751 -4.241064 -3.622473 -0.22 0.16 -0.06 0.148
H 1.889117 -4.368732 -5.277686 0.17 0.12 -0.02 0.144
C -9.943139 0.471373 8.520185 -0.15 -0.04 -0.44 -0.020
C -9.848338 -0.833909 9.283785 -0.42 1.31 -0.27 -0.346
C -8.756222 -0.843459 10.309554 0.12 0.63 0.77 -0.118
O -8.421275 -2.216779 10.391728 -0.12 -0.68 -0.75 0.062
C -8.718576 -2.757304 9.171732 0.84 -2.39 -0.78 -0.501
O -8.362201 -3.861890 8.801588 -0.88 2.46 0.84 0.139
O -9.465728 -1.892480 8.420473 0.58 -0.88 0.42 0.074
H -10.751907 0.422120 7.783500 0.03 0.04 0.17 0.085
H -10.133205 1.312634 9.193152 0.02 -0.16 -0.02 0.094
H -9.022674 0.667087 7.958908 -0.04 -0.06 0.26 0.085
H -10.819121 -1.087721 9.726803 0.12 -0.01 0.05 0.162
H -9.090972 -0.466590 11.279920 0.10 -0.18 -0.06 0.140
H -7.862356 -0.288259 10.000563 -0.18 0.05 -0.11 0.150
C -8.879897 -0.989814 5.006684 0.38 0.14 0.22 -0.017
C -9.066262 -0.147417 3.761104 -0.25 -0.59 1.24 -0.350
C -9.681644 -0.900950 2.621584 -0.79 -0.41 -0.05 -0.120
O -9.170018 -0.221534 1.489514 0.77 0.43 -0.07 0.061
C -7.967409 0.305529 1.870145 1.89 1.01 -1.46 -0.504
O -7.142865 0.767716 1.101618 -1.90 -1.00 1.67 0.133
O -7.810928 0.241826 3.227349 -0.04 0.18 -1.24 0.069
H -8.424401 -0.392869 5.803815 -0.16 -0.10 -0.10 0.077
H -9.834836 -1.383992 5.366466 0.09 0.09 -0.05 0.091
H -8.199125 -1.827293 4.817559 -0.18 0.11 -0.09 0.102
H -9.634253 0.760874 3.996689 -0.02 -0.06 -0.11 0.160
H -10.774341 -0.862405 2.636673 0.18 0.06 -0.17 0.141
H -9.362595 -1.948849 2.568350 0.02 0.11 0.20 0.144
C -2.440506 -2.746980 -9.665112 -0.17 -0.44 0.01 -0.018
C -0.939177 -2.636510 -9.492950 -1.37 0.26 0.33 -0.350
C -0.349997 -1.439757 -10.175344 -0.23 0.97 0.22 -0.111
O 0.970691 -1.864503 -10.458762 0.34 -1.04 -0.19 0.063
C 0.916280 -3.224344 -10.588441 1.73 -1.35 -0.89 -0.508
O 1.813706 -3.909910 -11.045329 -1.90 1.46 1.02 0.130
O -0.280276 -3.712734 -10.140920 1.17 0.13 -0.47 0.084
H -2.816723 -3.638197 -9.151855 0.04 0.20 0.02 0.088
H -2.952520 -1.868346 -9.261911 0.15 -0.09 0.00 0.094
H -2.708558 -2.860034 -10.721501 0.17 0.15 0.11 0.092
H -0.674460 -2.664248 -8.428873 0.03 0.09 -0.09 0.160
H -0.343943 -0.553946 -9.534250 0.13 -0.12 -0.13 0.132
H -0.843091 -1.190781 -11.122755 -0.11 -0.13 0.14 0.145
```
Positions in Å, forces in eV/Å.

=====

Record 2
Formula: C4H8O2
Source: OMol25
Level of theory: ωB97M-V/def2-TZVPD

The SMILES is C[C@@H]1CO1.C=O. The energy is -307.5929 Eh. For the frontier orbital gap, the calculation gives 10.882 eV.

```
14
Properties=species:S:1:pos:R:3:forces:R:3:lowdin_charge:R:1
C 1.493095 0.627320 0.113006 -0.04 0.05 0.05 -0.045
C 0.881193 -0.662546 0.597703 0.22 -0.02 -0.16 -0.342
O 0.236809 -0.698263 1.860873 0.34 -0.22 0.46 -0.030
C -0.562252 -0.904076 0.711765 -0.23 -0.06 0.23 -0.161
C -1.581789 0.579100 -1.213813 -0.25 0.60 -0.19 -0.182
O -1.786315 1.607470 -0.616527 -0.05 -0.27 -0.74 -0.008
H 0.758814 1.437435 0.056455 0.11 -0.13 0.10 0.074
H 1.925161 0.478507 -0.885383 -0.11 0.02 0.18 0.083
H 2.305550 0.934843 0.779472 -0.11 -0.05 -0.08 0.084
H 1.502514 -1.548559 0.457565 -0.08 0.10 -0.17 0.138
H -0.969159 -1.901059 0.519448 0.12 0.13 0.30 0.122
H -2.327017 -0.242223 -1.262555 -0.01 0.24 -0.07 0.101
H -0.625283 0.368187 -1.728050 -0.10 0.15 -0.05 0.095
H -1.251317 -0.076142 0.610043 0.18 -0.53 0.13 0.072
```
Positions in Å, forces in eV/Å.

=====

Record 3
Formula: C4H8O3
Source: OMol25
Level of theory: ωB97M-V/def2-TZVPD

The SMILES is C[C@@H](O)CC(=O)O. The energy is -382.9376 Eh. For the frontier orbital gap, the calculation gives 11.161 eV.

```
15
Properties=species:S:1:pos:R:3:forces:R:3:lowdin_charge:R:1
O 0.475577 1.752121 1.718109 0.64 0.63 0.70 0.122
C -0.107297 1.010549 0.993926 0.32 -0.16 -0.52 -0.548
O -1.261132 1.371026 0.399958 -0.43 -0.29 -0.54 0.098
C 0.309978 -0.401081 0.632785 -1.49 1.40 0.22 -0.037
C 0.226691 -0.635489 -0.874861 1.07 -0.89 -1.33 -0.419
C 1.420223 -1.468450 -1.427601 -1.66 0.04 0.93 -0.033
O -0.921307 -1.411634 -1.241061 -0.01 0.29 0.61 -0.046
H -1.393789 2.317816 0.533636 -0.01 0.06 0.25 0.130
H -0.540743 -0.907286 1.113995 0.63 -0.82 -0.03 0.142
H 1.255647 -0.571364 1.130131 0.08 -0.38 -0.12 0.131
H 0.177002 0.277180 -1.474250 0.04 0.35 0.48 0.139
H 1.392465 -2.356375 -0.793430 0.62 -0.16 -0.16 0.083
H 2.373284 -0.956237 -1.424282 0.10 0.05 0.09 0.079
H 1.104916 -1.770088 -2.417853 0.32 -0.02 -0.33 0.075
H -1.658545 -1.005615 -0.771034 -0.22 -0.10 -0.24 0.083
```
Positions in Å, forces in eV/Å.

=====

Record 4
Formula: ClN3O2
Source: OMol25
Level of theory: ωB97M-V/def2-TZVPD

The SMILES is O=[N+]([O-])/N=N/Cl. The energy is -774.6418 Eh. For the frontier orbital gap (alpha / beta), the calculation gives 8.911 / 8.745 eV.

```
6
Properties=species:S:1:pos:R:3:forces:R:3:lowdin_charge:R:1
N -0.318449 -0.140698 -0.498612 -2.68 -7.04 -2.05 0.110
N -0.441657 -1.668204 -0.073242 2.07 6.78 1.87 -0.470
N 0.221028 0.767510 0.317692 1.52 0.60 1.15 -0.541
O 1.219895 1.235856 -0.190765 0.27 0.12 0.25 0.096
O -0.336330 1.130648 1.311910 -0.41 -0.11 0.53 0.116
Cl -1.028314 -2.586522 -1.213656 -0.76 -0.35 -1.74 0.689
```
Positions in Å, forces in eV/Å.

=====

Q: The highest energy belongs to which entry?
A: C4H8O2

=====

Q: Among the records above, which one has the lowest energy?
A: C54H84BrFINNbO32